94
Properties=species:S:1:pos:R:3:forces:R:3:lowdin_charge:R:1 method="wB97M-V/def2-TZVPD" total_charge=+2 e_lumo_ev="-4.3 / -7.4" spin_multiplicity=6 homo_lumo_gap_ev="7.9 / 6.1" e_tot_ev=-149275.65583 relative_energy_kcal_mol=7.8 mol_weight_g_mol=1117.83 max_force_ev_per_a=0.691 e_homo_ev="-12.146 / -13.524" s2=8.7930
Ir 0.969 0.553 0.472 -0.26 -0.46 -0.44 1.076
I -1.333 5.327 6.425 0.02 -0.01 -0.02 1.063
C -0.513 4.436 4.769 -0.03 0.05 0.06 -0.712
C 0.102 5.224 3.786 0.03 -0.04 -0.06 -0.208
C 0.639 4.620 2.683 -0.01 0.10 0.00 -0.615
I 1.535 5.754 1.204 -0.01 0.00 0.04 1.048
C 0.580 3.184 2.494 -0.08 -0.11 -0.13 -0.417
O 1.061 2.682 1.444 0.22 0.18 0.19 -0.236
C -0.057 2.395 3.542 0.02 0.01 0.04 -0.107
C -0.149 0.887 3.467 -0.02 0.01 0.05 -0.135
N 1.021 0.327 2.789 0.02 0.14 0.10 -0.163
C 1.349 -1.078 3.034 0.00 0.01 0.05 -0.132
C 2.658 -1.337 2.327 -0.02 -0.03 0.03 -0.275
C 3.613 -2.201 2.836 -0.02 0.01 -0.03 -0.004
C 4.791 -2.390 2.131 0.00 0.02 -0.02 -0.026
C 4.975 -1.707 0.940 -0.01 -0.01 0.00 -0.028
C 3.977 -0.853 0.505 0.04 -0.03 -0.02 -0.109
N 2.846 -0.663 1.185 -0.04 0.09 -0.02 -0.006
C -0.567 3.034 4.638 0.02 -0.08 -0.11 -0.091
H 0.149 6.297 3.904 -0.01 0.02 0.00 0.094
H -1.043 0.583 2.918 -0.04 0.02 0.00 0.100
H -0.241 0.500 4.489 0.00 0.00 -0.04 0.136
H 1.835 0.877 3.057 -0.01 -0.01 -0.05 0.132
H 0.566 -1.708 2.605 0.00 0.00 0.00 0.117
H 1.435 -1.308 4.102 0.01 0.02 -0.05 0.137
H 3.434 -2.712 3.771 -0.01 -0.01 0.03 0.128
H 5.554 -3.056 2.509 0.02 -0.02 0.01 0.125
H 5.878 -1.822 0.358 0.01 -0.01 -0.01 0.119
H 4.080 -0.297 -0.416 0.02 0.02 -0.01 0.097
H -1.024 2.454 5.430 -0.01 -0.01 0.01 0.111
C -1.773 2.575 -3.658 0.01 0.06 0.07 -0.210
Si -1.083 3.369 -2.112 0.00 0.02 0.04 0.279
C -2.109 4.805 -1.505 0.06 -0.06 0.00 -0.204
C 0.689 3.944 -2.314 -0.05 -0.08 -0.02 -0.221
As -1.155 1.656 -0.457 -0.04 -0.15 0.02 0.883
Si -3.446 1.020 -0.188 0.03 -0.02 0.07 0.275
C -3.581 0.392 1.572 0.09 0.06 -0.05 -0.227
C -3.797 -0.305 -1.453 0.03 0.07 0.04 -0.210
C -4.614 2.449 -0.437 0.07 -0.04 0.03 -0.214
H -1.568 3.202 -4.528 0.00 0.04 -0.04 0.042
H -2.855 2.455 -3.586 -0.04 -0.03 0.00 0.026
H -1.332 1.594 -3.836 0.03 -0.01 -0.01 0.021
H -2.139 5.578 -2.275 0.02 0.03 -0.04 0.048
H -1.653 5.243 -0.615 0.01 0.02 0.03 0.023
H -3.133 4.533 -1.267 -0.06 0.00 0.01 0.002
H 0.712 5.033 -2.351 -0.01 0.05 -0.04 0.035
H 1.140 3.566 -3.231 0.02 -0.06 -0.02 0.033
H 1.300 3.636 -1.468 0.03 0.02 0.06 -0.027
H -2.751 -0.268 1.823 -0.01 -0.01 0.02 -0.018
H -4.506 -0.165 1.725 -0.08 0.00 -0.01 0.047
H -3.580 1.232 2.268 0.01 0.02 0.04 0.035
H -3.023 -1.068 -1.454 0.07 -0.08 0.01 -0.020
H -3.862 0.130 -2.452 0.02 -0.01 -0.04 0.037
H -4.754 -0.785 -1.237 -0.06 0.01 0.01 0.049
H -4.436 3.265 0.262 0.02 0.05 0.03 0.036
H -5.628 2.081 -0.262 -0.04 -0.02 0.01 0.048
H -4.582 2.843 -1.452 -0.01 0.00 -0.04 0.025
C 0.152 -5.548 -0.193 0.00 -0.02 0.04 -0.074
N 0.702 -4.208 -0.015 -0.02 0.16 -0.17 -0.292
C 2.123 -4.193 0.306 0.03 0.03 0.02 -0.095
P -0.031 -2.895 -0.700 -0.03 -0.11 -0.15 0.541
O 0.493 -1.651 -0.039 -0.02 0.10 0.29 -0.410
N 0.183 -2.934 -2.338 0.01 -0.05 0.19 -0.293
C 1.337 -3.576 -2.951 0.02 -0.02 0.00 -0.078
C -0.303 -1.795 -3.107 -0.04 0.05 -0.04 -0.090
N -1.663 -3.016 -0.502 0.12 -0.05 -0.01 -0.299
C -2.542 -3.805 -1.360 -0.03 0.04 -0.06 -0.092
C -2.196 -2.812 0.838 0.00 -0.02 -0.01 -0.090
H 0.573 -6.199 0.573 -0.02 0.00 0.00 0.096
H 0.388 -5.975 -1.172 0.02 -0.02 -0.01 0.091
H -0.926 -5.542 -0.064 -0.08 0.00 -0.02 0.066
H 2.279 -4.590 1.311 0.00 0.00 0.00 0.093
H 2.501 -3.174 0.265 0.01 0.01 0.01 0.054
H 2.703 -4.806 -0.391 -0.01 0.00 -0.03 0.091
H 1.672 -4.421 -2.360 0.01 -0.06 0.04 0.061
H 2.174 -2.879 -3.070 0.01 0.01 0.02 0.090
H 1.059 -3.947 -3.939 0.01 0.02 0.01 0.096
H -1.248 -1.444 -2.701 -0.09 0.06 0.03 0.060
H -0.470 -2.106 -4.138 -0.01 0.01 -0.01 0.097
H 0.411 -0.966 -3.084 0.00 0.01 -0.02 0.064
H -2.059 -4.009 -2.311 0.01 -0.02 -0.02 0.085
H -3.461 -3.246 -1.545 0.00 -0.03 -0.01 0.080
H -2.816 -4.753 -0.891 0.01 -0.03 0.02 0.085
H -2.274 -3.754 1.389 0.00 -0.02 0.02 0.096
H -3.193 -2.374 0.771 0.00 0.00 -0.02 0.079
H -1.555 -2.129 1.392 0.01 -0.01 0.02 0.055
N 3.553 2.097 -1.363 0.04 0.05 0.16 0.184
C 2.785 1.336 -2.180 0.06 0.09 -0.12 -0.677
N 3.187 1.210 -3.459 0.02 -0.02 -0.03 0.203
O 1.768 0.750 -1.777 -0.03 0.07 0.21 -0.144
H 4.274 2.692 -1.737 -0.01 0.02 0.00 0.122
H 3.154 2.378 -0.478 0.03 0.01 -0.09 0.092
H 4.009 1.658 -3.822 0.00 0.00 -0.01 0.120
H 2.653 0.615 -4.068 0.00 0.01 0.01 0.120

46
Properties=species:S:1:pos:R:3:forces:R:3:lowdin_charge:R:1 method="wB97M-V/def2-TZVPD" e_lumo_ev=0.7 spin_multiplicity=1 homo_lumo_gap_ev=9.2 e_tot_ev=-27710.04706 smiles="Cc1ccc(C(C)C)c(OCCNC(=O)c2ccccc2O)c1" relative_energy_kcal_mol=0.0 mol_weight_g_mol=313.40 max_force_ev_per_a=0.474 e_homo_ev=-8.511
C -1.429 -2.733 4.582 -0.03 0.02 -0.02 -0.050
C -0.777 -1.610 3.835 0.16 0.06 0.04 -0.279
C 0.424 -1.062 4.250 -0.09 -0.15 0.05 -0.048
C 1.003 -0.022 3.543 -0.11 0.07 -0.14 -0.023
C 0.407 0.504 2.412 -0.17 0.15 -0.18 -0.139
C 1.032 1.608 1.590 0.13 0.01 -0.01 -0.371
C 1.899 0.984 0.490 -0.22 0.17 0.04 -0.055
C 1.853 2.591 2.420 -0.22 -0.10 -0.12 -0.073
C -0.810 -0.055 1.987 0.15 -0.03 0.15 -0.200
O -1.360 0.498 0.860 0.15 0.07 0.15 -0.065
C -2.470 -0.126 0.253 -0.32 -0.06 -0.35 -0.171
C -2.734 0.636 -1.050 -0.08 -0.19 0.37 -0.129
N -1.539 0.678 -1.856 0.11 0.17 0.18 0.083
C -1.380 -0.080 -2.960 0.09 0.23 0.11 -0.395
O -2.312 -0.752 -3.407 -0.10 -0.20 -0.09 0.048
C -0.046 -0.059 -3.600 0.09 -0.24 -0.27 -0.066
C 0.945 0.869 -3.269 0.01 -0.10 -0.10 -0.043
C 2.191 0.824 -3.854 0.08 0.20 0.15 -0.093
C 2.480 -0.160 -4.791 -0.15 -0.05 0.00 -0.076
C 1.516 -1.072 -5.155 -0.13 -0.09 -0.03 -0.006
C 0.240 -1.029 -4.584 0.07 0.26 0.19 -0.261
O -0.660 -1.926 -4.995 -0.20 -0.14 -0.02 0.076
C -1.388 -1.096 2.695 -0.12 0.09 -0.21 0.021
H -0.811 -3.055 5.415 0.00 -0.06 0.06 0.073
H -2.397 -2.419 4.971 -0.06 -0.05 0.06 0.082
H -1.596 -3.584 3.923 -0.03 -0.09 0.01 0.082
H 0.915 -1.449 5.130 0.03 -0.06 0.10 0.107
H 1.943 0.382 3.886 0.12 0.09 0.03 0.109
H 0.215 2.162 1.116 0.11 -0.03 0.05 0.131
H 2.315 1.756 -0.154 0.09 0.07 -0.12 0.076
H 2.721 0.426 0.934 0.10 -0.07 0.03 0.086
H 1.315 0.297 -0.119 -0.02 -0.10 -0.11 0.071
H 2.129 3.448 1.810 0.07 0.07 -0.03 0.078
H 1.279 2.946 3.273 0.00 0.08 0.11 0.084
H 2.769 2.131 2.782 0.13 -0.02 0.08 0.072
H -2.241 -1.177 0.032 -0.02 0.10 0.05 0.140
H -3.357 -0.078 0.897 0.10 -0.02 -0.03 0.132
H -3.041 1.659 -0.816 -0.06 -0.10 -0.02 0.129
H -3.513 0.136 -1.627 0.04 0.11 0.12 0.126
H -0.736 1.085 -1.403 0.03 -0.11 -0.15 0.114
H 0.735 1.657 -2.561 0.00 0.06 0.07 0.104
H 2.941 1.552 -3.584 0.05 0.07 0.03 0.100
H 3.459 -0.204 -5.244 0.08 -0.01 -0.05 0.106
H 1.711 -1.834 -5.893 0.02 -0.09 -0.08 0.118
H -1.515 -1.722 -4.536 0.22 0.05 -0.06 0.082
H -2.324 -1.525 2.373 -0.11 -0.03 -0.06 0.112

118
Properties=species:S:1:pos:R:3:forces:R:3:lowdin_charge:R:1 method="wB97M-V/def2-TZVPD" e_lumo_ev=0.5 spin_multiplicity=1 homo_lumo_gap_ev=9.5 e_tot_ev=-72872.31919 smiles="Fc1ccccc1.Fc1ccccc1.Fc1ccccc1.Fc1ccccc1.CC(C)=O.CC(C)=O.CC(C)=O.CC(C)=O.CC(C)=O.CC(C)=O.CC(C)=O" relative_energy_kcal_mol=0.0 mol_weight_g_mol=790.98 max_force_ev_per_a=1.821 e_homo_ev=-9.060
F -2.136 1.326 -1.076 -0.40 -0.02 0.07 0.059
C -0.922 0.915 -0.681 1.30 0.57 -0.51 -0.293
C -0.228 1.619 0.279 0.21 0.50 0.39 0.008
C 1.056 1.201 0.612 -0.17 -0.44 0.00 -0.077
C 1.617 0.079 0.014 -0.09 -0.26 0.00 -0.085
C 0.935 -0.575 -1.009 0.00 0.49 -0.28 -0.077
C -0.296 -0.077 -1.415 -1.18 -0.59 0.50 -0.028
H -0.632 2.511 0.743 -0.29 -0.18 0.03 0.117
H 1.599 1.722 1.390 -0.02 0.04 0.01 0.078
H 2.542 -0.345 0.381 0.13 0.21 -0.08 0.095
H 1.353 -1.437 -1.511 0.02 -0.06 0.10 0.097
H -0.953 -0.531 -2.151 0.49 -0.20 -0.22 0.083
F -3.445 -4.263 -3.057 -0.22 -0.12 -0.12 0.049
C -3.129 -3.276 -3.922 0.36 0.52 0.52 -0.275
C -4.049 -2.868 -4.875 -0.20 -0.08 0.14 -0.024
C -3.690 -1.839 -5.732 0.13 0.26 0.71 -0.076
C -2.514 -1.155 -5.481 0.82 0.33 -1.59 -0.112
C -1.605 -1.529 -4.512 -0.39 -0.93 0.16 -0.089
C -1.909 -2.636 -3.719 -0.24 0.68 0.07 -0.016
H -5.062 -3.250 -4.876 0.19 -0.46 -0.16 0.116
H -4.332 -1.514 -6.538 -0.13 -0.06 0.07 0.111
H -2.190 -0.411 -6.203 -0.21 0.23 0.20 0.102
H -0.648 -1.036 -4.415 -0.09 0.16 0.08 0.108
H -1.275 -2.850 -2.867 -0.05 -0.52 -0.09 0.091
F 3.229 5.570 1.826 0.08 0.05 -0.05 0.066
C 4.386 5.009 1.426 0.35 -0.37 0.16 -0.291
C 4.355 3.717 0.934 -0.47 -0.67 -0.29 -0.028
C 5.521 3.061 0.545 0.38 1.47 0.05 -0.074
C 6.729 3.767 0.675 -0.06 -0.55 -1.06 -0.109
C 6.748 5.076 1.103 -0.51 0.31 1.07 -0.083
C 5.572 5.692 1.543 0.32 0.23 -0.20 -0.013
H 3.384 3.245 0.836 0.03 -0.06 -0.03 0.101
H 5.526 2.106 0.042 -0.22 -0.19 0.28 0.108
H 7.633 3.321 0.278 0.06 -0.06 0.25 0.104
H 7.658 5.644 1.244 0.18 -0.20 -0.31 0.107
H 5.615 6.698 1.939 -0.18 -0.01 -0.01 0.118
F -2.789 3.876 -7.401 0.01 0.22 -0.02 0.055
C -2.050 3.734 -6.282 -0.18 0.44 0.39 -0.287
C -1.153 4.726 -5.909 -0.57 -0.31 -0.07 -0.011
C -0.371 4.476 -4.790 0.59 -0.58 -0.28 -0.081
C -0.496 3.285 -4.074 0.01 0.16 0.18 -0.088
C -1.482 2.363 -4.396 0.16 0.59 -0.35 -0.072
C -2.276 2.624 -5.509 0.01 -1.01 0.14 -0.025
H -1.172 5.655 -6.462 0.43 -0.03 -0.07 0.117
H 0.488 5.093 -4.558 -0.34 0.42 0.13 0.105
H 0.189 3.113 -3.253 -0.08 -0.11 0.04 0.100
H -1.621 1.447 -3.839 -0.01 0.04 0.11 0.082
H -3.030 1.900 -5.794 -0.05 0.14 -0.15 0.106
C 1.932 -4.689 -3.369 -0.70 -0.24 0.18 -0.008
C 0.676 -4.788 -2.509 0.78 0.07 -0.12 -0.498
C -0.260 -5.922 -2.807 -0.83 -0.09 0.10 -0.024
O 0.461 -4.006 -1.611 -0.15 0.16 0.01 0.043
H 1.687 -5.183 -4.309 0.48 0.12 -0.17 0.077
H 2.746 -5.211 -2.864 -0.05 -0.18 -0.05 0.091
H 2.253 -3.659 -3.504 -0.16 0.06 -0.06 0.079
H 0.224 -6.899 -2.807 0.19 0.08 0.11 0.090
H -0.747 -5.831 -3.782 0.29 0.23 -0.11 0.088
H -1.070 -5.893 -2.078 0.13 -0.17 0.09 0.082
C 0.269 1.028 4.436 0.14 0.04 -0.09 -0.007
C 0.397 -0.457 4.281 0.03 -0.82 0.41 -0.473
C -0.491 -1.361 5.126 0.08 0.84 0.23 -0.004
O 1.238 -0.954 3.566 0.07 0.18 -0.23 0.035
H 0.801 1.363 5.331 -0.09 -0.22 0.16 0.095
H -0.776 1.312 4.550 0.01 0.22 -0.22 0.080
H 0.778 1.500 3.598 -0.36 0.15 -0.09 0.062
H 0.135 -2.121 5.588 -0.04 -0.11 -0.04 0.078
H -1.274 -1.827 4.528 0.06 0.03 -0.18 0.068
H -0.966 -0.753 5.900 -0.08 -0.23 0.06 0.078
C -0.582 -2.694 1.488 0.31 -1.03 0.51 0.000
C -2.005 -2.244 1.404 0.35 0.92 0.06 -0.471
C -2.746 -2.439 0.113 -0.59 0.03 -0.40 -0.003
O -2.508 -1.575 2.284 -0.14 -0.25 0.18 0.052
H -0.457 -3.716 1.120 0.00 0.23 -0.53 0.085
H -0.190 -2.741 2.503 -0.30 0.43 0.10 0.067
H 0.052 -2.002 0.934 -0.04 -0.11 -0.23 0.073
H -3.817 -2.406 0.320 0.02 -0.20 0.03 0.083
H -2.480 -3.321 -0.469 0.08 -0.08 0.19 0.074
H -2.571 -1.572 -0.534 0.26 0.03 0.12 0.070
C 3.656 1.451 3.940 -0.08 0.40 0.35 -0.023
C 5.128 1.422 4.268 -0.01 0.32 -0.65 -0.482
C 5.862 2.728 4.110 0.48 0.62 0.26 -0.013
O 5.685 0.407 4.609 0.08 -0.14 0.17 0.069
H 3.265 2.435 4.207 -0.17 -0.10 0.09 0.086
H 3.145 0.664 4.489 -0.07 -0.05 -0.17 0.067
H 3.460 1.347 2.871 0.22 -0.23 -0.03 0.076
H 6.051 3.015 3.073 -0.15 -0.44 -0.10 0.053
H 6.832 2.701 4.607 -0.06 -0.17 0.04 0.088
H 5.299 3.578 4.500 -0.14 -0.16 0.19 0.085
C -4.134 1.839 4.075 -0.09 0.88 0.23 -0.025
C -3.655 2.139 2.677 0.29 -0.54 -0.09 -0.495
C -4.332 1.396 1.550 0.01 0.58 -0.41 -0.025
O -2.756 2.919 2.459 0.11 0.14 0.03 0.048
H -3.735 2.555 4.796 0.27 -0.02 -0.18 0.078
H -3.831 0.839 4.383 -0.34 -0.20 -0.15 0.084
H -5.216 1.995 4.092 -0.05 -0.57 0.08 0.085
H -5.170 0.782 1.862 0.04 -0.09 -0.02 0.078
H -3.615 0.827 0.960 0.10 -0.23 0.35 0.063
H -4.670 2.151 0.833 -0.25 -0.03 0.13 0.093
C -6.523 -1.828 -1.860 -0.16 -0.80 -0.52 -0.014
C -5.939 -0.458 -1.680 -0.42 0.77 -0.17 -0.489
C -4.949 0.080 -2.684 0.58 0.48 0.50 -0.011
O -6.289 0.213 -0.736 0.10 -0.06 0.08 0.064
H -6.303 -2.317 -2.812 0.33 0.23 0.02 0.062
H -7.611 -1.792 -1.809 0.03 0.19 0.32 0.088
H -6.161 -2.486 -1.068 -0.06 0.06 0.08 0.084
H -5.335 0.257 -3.688 -0.13 -0.69 -0.09 0.087
H -4.077 -0.582 -2.662 -0.07 -0.11 -0.55 0.071
H -4.588 1.061 -2.371 -0.12 -0.08 0.33 0.077
C 4.077 -1.995 2.530 0.58 0.18 -0.70 -0.022
C 4.030 -3.099 3.543 -1.10 -0.26 0.07 -0.480
C 3.697 -2.734 4.980 1.21 0.22 0.25 -0.015
O 4.101 -4.265 3.224 0.32 0.07 -0.05 0.057
H 4.638 -2.280 1.636 0.13 -0.27 0.22 0.086
H 4.526 -1.090 2.937 -0.26 0.03 0.06 0.055
H 3.067 -1.808 2.162 -0.14 0.17 0.43 0.061
H 4.377 -3.320 5.605 -0.29 -0.21 0.05 0.086
H 2.669 -2.970 5.237 -0.09 -0.04 -0.15 0.073
H 3.939 -1.698 5.221 -0.31 0.08 -0.22 0.059